A 2-piece molecular cluster, C5H6ClIN2 overall, computed with ωB97M-V/def2-TZVPD.

Summary:
DFT total energy (eV): -28880.7219
E_LUMO (spin up / spin down) (eV): 0.09 / -0.57
Molar mass (g/mol): 256.5
Multiplicity: 1
Gap between HOMO and LUMO (spin up / spin down) (Ha): 0.28329 / 0.29724
Energy above the lowest of the compared OMol25 structures with the same formula, charge and spin (kJ/mol): 296.8
Total charge: 0

Each line ends with the Löwdin charge.
Cartesian coordinates (Å):
C1 1.87808 1.52073 -0.21435  -0.042
C2 2.33519 0.22276 -0.76983  -0.122
C3 0.52998 1.40737 -0.17390  -0.114
C4 -1.70967 -1.38729 1.63724  0.036
C5 -1.13671 -0.27419 -0.74185  -1.229
N1 1.31417 -0.52521 -1.01763  0.036
N2 0.17562 0.14538 -0.70958  -0.269
Cl1 -1.17390 -1.82401 -1.55887  0.571
I1 -2.68736 1.01430 -1.05550  0.908
H1 2.58642 2.25594 0.21868  0.104
H2 3.24137 -0.20578 -1.04590  0.084
H3 -0.18896 2.16694 -0.00493  0.061
H4 -2.79396 -1.37446 1.92540  0.021
H5 -0.99170 -0.80349 2.18837  -0.008
H6 -1.37856 -2.33900 1.32264  -0.037